1.
# C4H15NO2

A 3-piece molecular cluster, C4H15NO2 overall in a non-equilibrium geometry (ωB97M-V/def2-TZVPD, the Open Molecules 2025 dataset).

Last column: Löwdin charge in e.
Element x y z (Å)
C (-0.87, 1.38, -0.80)  -0.1474
N (0.54, 1.56, -1.07)  -0.0945
C (1.48, 0.79, -0.23)  -0.4468
C (1.13, -0.70, -0.21)  -0.0849
C (1.47, 1.27, 1.24)  -0.0611
H (-1.36, 0.41, -0.95)  0.0638
H (-1.42, 2.00, -1.52)  0.0787
H (-1.11, 1.75, 0.19)  0.0704
H (0.74, 1.30, -2.03)  0.0963
H (2.44, 1.01, -0.68)  0.1285
H (1.89, -1.37, 0.19)  0.0805
H (0.88, -1.03, -1.22)  0.0701
H (0.19, -0.85, 0.31)  0.0362
H (2.01, 0.53, 1.82)  0.0727
H (0.42, 1.23, 1.54)  0.0582
H (1.89, 2.26, 1.34)  0.0746
O (-1.82, -2.51, -1.31)  -0.0632
H (-1.90, -2.67, -0.37)  0.0020
H (-0.93, -2.17, -1.46)  -0.0011
O (-1.76, -1.46, 1.36)  -0.0544
H (-1.46, -1.83, 2.20)  0.0605
H (-2.45, -0.87, 1.68)  0.0610

For the energy relative to the best compared isomer or geometry (same formula, charge and spin), the calculation gives 106.0 kJ/mol. For the molar mass, the calculation gives 109.17 g mol⁻¹. The calculation puts the LUMO energy at 0.368 eV. As for the SMILES: CNC(C)C.O.O. The value obtained for the frontier orbital gap is 9.1 eV.


2.
# C4H15NO2

A 3-piece molecular cluster, C4H15NO2 overall in a non-equilibrium geometry (ωB97M-V/def2-TZVPD, the Open Molecules 2025 dataset).

Last column: Mulliken spin population.
Element x y z (Å)
C (1.75, 0.10, -0.36)  0.0072
C (0.48, 0.91, -0.17)  0.0265
N (-0.84, 0.28, -0.42)  0.7050
C (-1.98, 1.19, -0.53)  -0.0012
C (-1.05, -0.88, 0.49)  0.0108
H (2.37, 0.34, -1.21)  0.0029
H (1.73, -1.03, -0.48)  -0.0006
H (2.30, 0.20, 0.58)  -0.0012
H (0.39, 1.36, 0.85)  0.0339
H (0.52, 1.82, -0.95)  0.0112
H (-2.10, 1.93, 0.34)  0.0478
H (-1.86, 1.77, -1.40)  0.0127
H (-2.91, 0.61, -0.80)  0.0029
H (-1.26, -0.36, 1.58)  0.0737
H (-0.21, -1.45, 0.69)  0.0035
H (-2.00, -1.40, 0.34)  0.0048
H (1.44, -0.76, 3.48)  -0.0002
H (1.40, -0.32, 2.00)  -0.0002
O (1.94, -0.82, 2.66)  0.0018
H (-0.21, -1.88, -2.28)  -0.0009
H (-0.20, -0.54, -1.87)  -0.0100
O (0.30, -1.07, -2.53)  0.0700

For the energy relative to the best compared isomer or geometry (same formula, charge and spin), the calculation gives 182.3 kJ/mol. For the molar mass, the calculation gives 109.17 g mol⁻¹. The charge is +1. The calculation puts the LUMO energy (spin up / spin down) at -3.224 / -8.355 eV. Its multiplicity is 2. Its expectation value of S² is 0.75. The value obtained for the frontier orbital gap (spin up / spin down) is 11.9 / 6.8 eV.